Molecular formula: CH3NOP2S
Method: DFT, the ωB97M-V functional and the def2-TZVPD basis

XYZ file:
```
9
Properties=species:S:1:pos:R:3:forces:R:3
C -0.92047 -0.20175 0.74705 -1.60 0.08 -0.56
N 0.31922 -0.52782 0.74039 -2.41 0.69 1.21
O -0.45416 2.06712 -0.56395 -0.14 0.09 0.17
P -1.72092 1.22366 -0.27834 1.70 -0.60 0.02
P 2.78273 -0.79980 -0.48261 0.92 1.07 -0.46
S 1.37656 0.59419 0.16787 1.34 -0.76 -0.67
H -1.73763 -0.74570 1.27990 1.26 -0.36 -0.21
H -1.77104 0.37570 -1.45095 -0.46 -0.09 0.31
H 2.12571 -1.98562 -0.15935 -0.61 -0.13 0.18
```
Forces are in eV/Å.

The frontier orbital gap (spin up / spin down) is 5.9 / 7.2 eV. As for the highest occupied orbital energy (spin up / spin down): -0.295 / -0.318 Eh. The value obtained for the energy relative to the best compared isomer or geometry (same formula, charge and spin) is 96.6 kcal per mole. As for the charge: 0. As for the LUMO energy (spin up / spin down): -2.16 / -1.47 eV. For the largest force on an atom, the calculation gives 2.79 eV Å⁻¹.